48
Properties=species:S:1:pos:R:3:lowdin_charge:R:1 method="wB97M-V/def2-TZVPD" charge=0 smiles=ClCCCl.ClCCCl.ClCCCl.CO.CO.CO.CO largest_force_ha_per_bohr=0.037 e_above_lowest_kcal_mol=0.00 total_energy_ev=-94146.836 orbital_gap_ev=10.64 homo_energy_ev=-10.222
Cl 1.939 -35.282 -24.968 0.5842
C 3.076 -34.598 -26.168 -0.6551
C 2.417 -33.408 -26.844 -0.6579
Cl 3.356 -32.878 -28.275 0.5633
H 3.385 -35.387 -26.849 0.0535
H 3.948 -34.242 -25.621 0.0625
H 2.241 -32.611 -26.128 0.0741
H 1.450 -33.699 -27.250 0.0584
Cl 1.665 -39.359 -21.891 0.5177
C 2.952 -38.605 -22.880 -0.6399
C 3.840 -39.649 -23.610 -0.6431
Cl 4.454 -40.894 -22.497 0.5353
H 3.482 -37.889 -22.264 0.0699
H 2.368 -38.116 -23.656 0.0245
H 4.683 -39.070 -23.973 0.0529
H 3.230 -40.136 -24.359 0.0543
Cl 10.038 -33.697 -24.707 0.5787
C 9.001 -33.181 -23.394 -0.6869
C 8.417 -34.385 -22.647 -0.6606
Cl 6.938 -35.006 -23.394 0.5907
H 8.152 -32.564 -23.693 0.0660
H 9.521 -32.515 -22.705 0.0727
H 8.185 -34.146 -21.609 0.0701
H 9.062 -35.258 -22.574 0.0609
C 8.528 -40.620 -25.714 -0.1588
O 9.514 -39.971 -24.916 -0.1204
H 7.734 -39.923 -26.007 0.0602
H 8.898 -40.881 -26.709 0.0765
H 8.087 -41.470 -25.208 0.0773
H 10.165 -39.631 -25.535 0.0688
C 7.222 -33.906 -27.866 -0.1813
O 7.071 -33.820 -29.264 -0.1150
H 7.869 -34.720 -27.524 0.0704
H 7.601 -32.952 -27.509 0.0783
H 6.286 -34.163 -27.358 0.0470
H 7.420 -34.582 -29.727 0.0736
C 5.941 -37.158 -25.793 -0.2004
O 5.265 -38.161 -26.517 -0.1165
H 6.738 -37.508 -25.139 0.0650
H 6.422 -36.512 -26.535 0.0642
H 5.379 -36.447 -25.175 0.0297
H 4.548 -37.753 -27.019 0.0297
C 2.279 -38.430 -26.896 -0.1610
O 2.878 -37.979 -28.094 -0.1180
H 2.650 -39.393 -26.537 0.0766
H 2.559 -37.674 -26.163 0.0243
H 1.189 -38.495 -26.931 0.0910
H 2.539 -38.356 -28.906 0.0925